No. 1
Below is a 3-piece molecular cluster, H6O3 overall, with properties calculated with ωB97M-V/def2-TZVPD.

Cartesian coordinates (Å):
O -2.040 -1.728 -1.639
O 1.889 1.136 2.251
O -0.426 0.373 -0.994
H -2.795 -1.222 -1.338
H 0.261 0.841 -1.467
H 2.638 1.219 2.842
H -1.303 -1.121 -1.577
H -0.092 0.295 -0.100
H 1.868 0.207 2.022

Cartesian forces, eV/Å:
O -0.661 -0.934 -0.344
O -0.626 0.953 -0.158
O -0.707 -0.083 -0.631
H -0.023 0.158 0.088
H 0.471 0.248 -0.150
H 0.630 0.008 0.443
H 0.537 0.632 0.249
H 0.437 -0.074 0.850
H -0.058 -0.908 -0.349

The net charge is -1. As for the spin multiplicity: 2. Its LUMO energy (alpha / beta) is 4.2 / 4.2 eV. Its HOMO energy (alpha / beta) is 0.032 / -0.253 Eh.

Atom charges from the Mulliken analysis, given in e for atoms 1 to 5: -0.956 -2.005 -1.490 0.332 0.567

No. 2
Below is a 11-piece molecular cluster, C24H50Br18N2O2 overall, with properties calculated with ωB97M-V/def2-TZVPD.

Cartesian coordinates (Å):
Br 2.385 -9.010 23.811
Br 0.077 -5.131 29.986
Br -2.620 -7.866 24.546
Br -3.808 -9.697 31.541
Br 0.263 -11.824 36.616
Br 4.273 -9.753 28.198
Br 0.361 -11.522 28.351
Br -2.881 -7.029 28.863
Br 0.028 -6.664 26.895
Br 4.459 -10.423 35.090
Br 0.468 -0.672 28.527
Br -2.004 -12.970 26.592
Br -5.230 -4.503 32.158
Br 7.340 -8.324 35.501
Br -1.993 -4.388 33.350
Br -7.304 -11.134 34.406
Br 3.345 -5.798 35.513
Br -2.900 -8.530 35.320
O 1.085 -8.770 33.354
O 5.460 -5.718 24.704
N 4.722 -5.966 26.769
N 1.056 -8.643 31.152
C -5.549 -10.687 33.575
C 2.099 -11.884 35.769
C 4.975 -6.738 34.917
C 5.984 -6.498 27.317
C -0.953 -5.577 25.426
C -5.675 -10.011 32.205
C 5.605 -7.378 36.126
C -2.420 -6.028 25.331
C -1.899 -10.968 26.735
C -4.798 -5.902 30.743
C -1.927 -6.350 33.779
C 1.725 -8.213 29.901
C 3.559 -5.782 27.717
C 1.717 -8.607 32.295
C 2.717 -9.093 25.764
C 4.619 -5.534 25.500
C -3.428 -5.620 30.204
C 0.950 -2.598 29.039
C -2.990 -6.645 34.851
C -0.382 -9.030 31.044
C 2.737 -10.516 36.011
C -0.190 -3.188 29.880
C 4.146 -9.659 26.170
C -1.400 -10.524 28.136
H 1.860 -12.158 34.741
H -4.836 -6.917 31.138
H -3.984 -6.467 34.439
H 2.656 -8.034 26.013
H 4.893 -8.967 25.781
H -3.373 -4.630 29.751
H -1.011 -4.502 25.597
H -1.103 -9.477 28.197
H 6.536 -7.044 26.552
H 4.311 -10.606 25.656
H -0.940 -8.182 30.649
H -5.596 -5.926 30.001
H 1.002 -3.035 28.042
H 1.422 -7.283 29.421
H 1.979 -2.617 29.398
H -0.468 -5.711 24.460
H -1.229 -10.595 25.960
H -0.924 -6.679 34.053
H 4.906 -8.152 36.442
H -6.201 -10.733 31.581
H 2.934 -10.276 37.056
H 2.696 -5.414 27.162
H 5.893 -7.303 28.047
H 2.098 -9.764 35.549
H 2.757 -8.007 30.183
H 2.622 -12.681 36.297
H -2.669 -5.675 30.984
H -3.096 -5.392 24.759
H 1.883 -9.641 26.204
H 1.702 -9.050 29.203
H 6.056 -6.780 36.918
H -2.966 -5.925 35.669
H -2.074 -10.690 28.976
H 5.628 -6.092 34.330
H 4.678 -7.402 34.105
H 2.799 -8.431 32.196
H -2.151 -6.845 32.834
H -2.905 -10.609 26.521
H -5.109 -11.675 33.440
H -2.877 -5.890 26.311
H -0.270 -2.737 30.869
H 3.666 -5.017 25.309
H -4.994 -10.155 34.346
H 3.817 -5.221 28.616
H -6.128 -9.021 32.144
H 3.225 -6.750 28.090
H -0.505 -9.750 30.236
H 6.603 -5.743 27.802
H -1.168 -2.996 29.439
H -0.856 -9.468 31.923

Cartesian forces, eV/Å:
Br 0.372 -0.353 0.625
Br 0.007 0.833 0.500
Br 0.060 1.155 0.805
Br -0.839 -0.282 0.134
Br 0.793 -0.030 -0.252
Br 0.055 -0.195 -1.870
Br -0.762 0.796 0.418
Br -0.740 0.877 0.718
Br -0.730 1.127 -1.955
Br -0.196 -0.256 -0.033
Br 0.380 -1.148 0.613
Br -0.215 1.167 -0.100
Br -0.115 -1.223 -1.194
Br -1.201 0.491 0.261
Br 0.629 -0.889 0.527
Br 0.439 0.404 -0.499
Br 0.523 -0.161 -0.267
Br 0.146 0.461 0.259
O 1.708 0.057 -0.404
O 2.402 -0.154 -2.979
N -1.159 -0.308 3.104
N -0.922 0.383 -2.487
C -0.175 -0.192 0.199
C -0.634 0.179 1.062
C 0.321 0.658 -0.695
C -0.059 -0.585 -0.349
C -1.094 -0.811 -0.430
C 0.356 -0.427 0.614
C 1.010 -1.080 -0.963
C 0.121 -0.223 0.403
C -0.087 -0.132 0.833
C -0.472 -0.333 0.220
C -0.465 0.105 0.063
C 0.375 -0.948 0.906
C 1.040 -0.915 -0.859
C -2.052 -0.266 2.158
C 1.049 0.167 0.384
C -1.620 0.074 1.930
C 0.339 -0.107 -0.073
C -0.741 0.702 -1.119
C -0.223 0.760 -1.135
C 0.609 0.346 -0.777
C -0.646 -0.273 -0.788
C 0.456 0.582 -0.135
C -1.641 0.815 -0.779
C 0.847 -0.858 -1.047
H 0.436 0.366 0.110
H 0.132 0.282 0.742
H 0.043 -0.296 -0.236
H -0.027 -0.253 0.325
H 0.083 0.056 0.519
H 0.101 -0.278 -0.322
H 0.578 -0.096 0.794
H -0.041 -0.004 -0.519
H 0.122 0.702 -0.400
H 0.003 -0.282 0.788
H -0.165 0.348 0.512
H 0.115 0.728 -0.024
H -0.282 -0.220 0.183
H -0.775 -0.103 0.294
H -0.429 0.198 0.644
H 0.435 -0.370 0.412
H 0.013 -0.323 0.092
H 0.022 0.511 0.192
H 0.570 0.010 0.485
H 0.308 0.373 -0.457
H -0.150 -0.300 -0.145
H 0.233 0.489 0.154
H -0.985 0.230 0.267
H 0.221 0.143 0.069
H 0.157 -0.243 -0.160
H -0.090 0.046 -0.221
H -0.118 -0.071 -0.200
H 0.714 0.088 -0.772
H 0.230 -0.046 -0.069
H 0.006 0.247 -0.171
H -0.744 0.287 -0.296
H 0.611 -0.643 0.442
H 0.137 -0.632 -0.169
H 0.022 0.712 0.769
H -0.351 -0.697 0.766
H -0.088 0.052 0.250
H -0.197 0.005 0.095
H 0.050 -0.055 0.164
H 0.096 0.219 -0.038
H 0.085 -1.089 0.204
H 0.445 -0.397 0.134
H -0.170 0.042 -0.135
H -0.166 0.164 -0.364
H 0.040 0.481 -0.293
H -0.079 -0.283 0.383
H 0.217 -0.289 -0.091
H 0.541 -0.218 0.237
H 0.006 0.256 -0.344
H 0.241 -0.271 -0.390
H 0.598 0.434 0.244

Its LUMO energy is -0.3 eV. Its HOMO energy is -0.348 Eh. The SMILES is CN(C)C=O.CN(C)C=O.BrCCBr.BrCCBr.BrCCBr.BrCCBr.BrCCBr.BrCCBr.BrCCBr.BrCCBr.BrCCBr.

Atom charges from the Mulliken analysis, given in e for atoms 1 to 5: -0.162 0.058 -0.139 -0.007 -0.189

No. 3
Below is one molecule with the formula C20H30N4O4S, with properties calculated with ωB97M-V/def2-TZVPD.

Cartesian coordinates (Å):
S 1.119 2.420 -0.429
O 1.308 3.834 -0.565
O 0.745 -2.465 4.211
O -4.590 -1.443 -1.187
O 1.411 1.790 0.828
N -0.061 -3.106 2.217
N -2.852 -0.675 0.091
N -2.473 -2.957 1.228
N 1.933 1.606 -1.629
C -2.373 0.440 -0.583
C 1.782 -1.500 2.284
C -3.797 -2.776 0.671
C -0.982 -4.036 2.830
C 2.702 0.441 -1.267
C -2.517 2.195 -2.219
C -1.111 0.907 -0.222
C 2.314 2.339 -2.813
C -3.815 -1.564 -0.268
C 3.539 3.241 -2.643
C -3.073 1.089 -1.598
C 3.937 0.720 -0.393
C -2.435 -3.658 2.502
C -0.566 1.996 -0.863
C 0.786 -2.382 2.999
C 4.744 2.520 -2.043
C -1.259 2.658 -1.859
C -1.501 -3.501 0.297
C 4.513 2.123 -0.581
C -0.107 -3.064 0.772
H -1.688 -3.098 -0.700
H 0.086 -2.044 0.433
H 5.457 2.167 -0.035
H -0.760 -5.047 2.467
H 2.996 -0.047 -2.200
H -3.051 -4.571 2.491
H 2.274 -2.031 1.473
H -2.833 -2.982 3.263
H 2.489 1.608 -3.610
H 3.659 0.614 0.655
H -4.173 -3.653 0.123
H 4.991 1.637 -2.638
H 0.658 -3.723 0.336
H 3.834 2.844 -0.121
H 4.699 -0.029 -0.624
H -4.043 0.720 -1.890
H -0.810 -4.006 3.906
H 3.264 4.073 -1.994
H 5.599 3.198 -2.095
H 3.799 3.644 -3.625
H -3.072 2.701 -2.994
H -0.823 3.527 -2.324
H -4.497 -2.569 1.487
H -1.568 -4.599 0.232
H 2.027 -0.234 -0.734
H 1.308 -0.601 1.890
H 2.526 -1.185 3.012
H -0.548 0.441 0.572
H 1.455 2.952 -3.093
H -2.283 -1.003 0.870

Cartesian forces, eV/Å:
S -0.468 -0.379 -0.582
O -0.136 -0.100 -0.293
O 0.119 0.120 0.372
O -0.234 0.002 -0.241
O 0.039 -0.216 -0.139
N -0.263 -0.159 -0.019
N 0.227 0.066 0.401
N -0.114 -0.172 0.022
N -0.324 0.567 0.877
C 0.097 0.385 -0.390
C 0.047 0.010 0.235
C 0.017 -0.041 -0.048
C -0.110 -0.090 0.234
C 0.192 -0.434 0.510
C 0.221 0.019 0.064
C -0.144 -0.115 0.108
C 0.067 0.690 -0.343
C 0.170 -0.170 0.267
C -0.005 -0.239 -0.114
C -0.131 -0.139 0.040
C -0.024 0.080 0.003
C 0.027 0.015 0.189
C 0.348 0.135 0.286
C 0.133 0.054 -0.159
C -0.111 0.257 0.114
C 0.029 0.224 -0.111
C 0.159 0.065 0.053
C 0.127 -0.262 -0.072
C 0.129 -0.064 -0.295
H 0.043 -0.052 0.011
H -0.009 -0.064 -0.040
H -0.059 0.056 0.055
H -0.030 0.045 0.058
H -0.125 0.076 0.034
H 0.035 0.047 0.001
H 0.039 0.008 -0.135
H -0.019 -0.106 0.019
H -0.098 0.024 0.088
H 0.055 -0.119 0.006
H 0.004 0.137 0.005
H 0.123 -0.056 -0.079
H -0.053 0.097 -0.058
H 0.143 0.082 0.087
H 0.021 -0.037 0.034
H -0.050 -0.004 -0.001
H -0.041 -0.099 -0.170
H 0.049 0.049 -0.078
H 0.028 -0.074 -0.059
H -0.040 0.056 -0.022
H -0.044 0.051 -0.060
H -0.003 0.138 -0.103
H -0.001 -0.036 -0.025
H -0.034 0.066 -0.049
H 0.131 -0.199 -0.078
H -0.051 0.053 -0.116
H -0.020 -0.021 0.005
H 0.016 -0.157 0.136
H 0.059 -0.022 -0.255
H -0.153 -0.049 -0.179

Its LUMO energy is 0.5 eV. Its HOMO energy is -0.327 Eh. The SMILES is CC(=O)N1CCN(CC(=O)Nc2cccc(S(=O)(=O)N3CCCCCC3)c2)CC1.

Atom charges from the Mulliken analysis, given in e for atoms 1 to 5: 1.299 -0.716 -0.681 -0.658 -0.658

no.,E_tot (Eh)
1,-229.27723
2,-47536.64599
3,-1698.30138